## 1
{"formula": "C27H46BrHgN3OP2", "method": "ωB97M-V with the def2-TZVPD basis set", "species": ["N", "C", "C", "C", "C", "C", "C", "Hg", "P", "C", "C", "C", "C", "C", "C", "C", "Br", "H", "H", "H", "H", "H", "H", "H", "H", "H", "H", "P", "C", "C", "H", "H", "H", "H", "H", "C", "C", "H", "H", "H", "H", "H", "C", "C", "H", "H", "H", "H", "H", "C", "C", "H", "H", "H", "H", "H", "C", "C", "H", "H", "H", "H", "H", "C", "C", "H", "H", "H", "H", "H", "C", "N", "C", "N", "O", "H", "H", "H", "H", "H", "H"], "positions_angstrom": [[-4.821, -1.099, 2.993], [-3.936, -0.240, 3.502], [-3.478, 0.862, 2.780], [-3.972, 1.082, 1.472], [-4.916, 0.166, 0.959], [-5.323, -0.895, 1.774], [-3.458, 2.166, 0.676], [0.718, -0.207, -0.766], [2.861, 0.583, -1.787], [-3.640, 2.282, -0.670], [-2.593, 2.812, -1.514], [-2.489, 2.369, -2.855], [-1.317, 2.576, -3.578], [-0.274, 3.291, -2.974], [-0.379, 3.822, -1.682], [-1.541, 3.576, -0.953], [1.258, 3.783, -4.051], [-2.853, 2.893, 1.218], [-4.515, 1.851, -1.162], [-2.737, 1.534, 3.206], [-5.319, 0.265, -0.045], [-3.574, -0.416, 4.521], [-6.082, -1.595, 1.413], [-3.313, 1.793, -3.278], [-1.617, 3.919, 0.077], [-1.208, 2.189, -4.589], [0.439, 4.401, -1.253], [-0.306, -2.541, -0.766], [3.161, 2.179, -0.947], [3.894, 3.255, -1.732], [3.714, 1.936, -0.022], [2.174, 2.555, -0.632], [4.049, 4.123, -1.077], [4.875, 2.929, -2.097], [3.291, 3.595, -2.583], [2.300, 0.678, -3.523], [3.378, 0.844, -4.590], [1.602, 1.534, -3.572], [1.695, -0.221, -3.731], [2.899, 1.149, -5.530], [4.119, 1.610, -4.328], [3.901, -0.105, -4.777], [4.417, -0.373, -1.774], [5.727, 0.410, -1.872], [4.352, -1.102, -2.595], [4.406, -0.950, -0.835], [6.564, -0.299, -1.892], [5.804, 1.015, -2.784], [5.880, 1.068, -1.009], [0.513, -3.971, 0.033], [2.040, -3.976, -0.003], [0.126, -4.867, -0.479], [0.167, -4.018, 1.074], [2.404, -4.905, 0.455], [2.427, -3.935, -1.027], [2.460, -3.138, 0.567], [-0.485, -3.132, -2.487], [-1.276, -2.194, -3.397], [-0.969, -4.118, -2.420], [0.534, -3.286, -2.874], [-1.136, -2.493, -4.442], [-2.350, -2.241, -3.181], [-0.956, -1.148, -3.305], [-2.015, -2.546, -0.114], [-2.131, -2.780, 1.388], [-2.571, -3.316, -0.675], [-2.450, -1.568, -0.375], [-3.185, -2.791, 1.685], [-1.692, -3.736, 1.688], [-1.633, -1.978, 1.948], [-0.250, -0.538, 4.647], [1.068, -0.418, 4.072], [1.304, -0.346, 2.737], [2.623, -0.234, 2.398], [0.393, -0.404, 1.876], [-1.008, -0.579, 3.860], [-0.467, 0.316, 5.301], [-0.318, -1.458, 5.242], [1.867, -0.332, 4.688], [2.867, -0.113, 1.425], [3.321, -0.083, 3.112]], "mulliken_charge": [-0.5435, -0.5156, -0.3430, 0.7905, -0.3720, -0.5328, -0.5408, 1.0233, -0.1012, -0.5696, 0.7760, -0.7250, -0.3206, -0.0023, -0.4690, -0.7971, -0.1383, 0.4046, 0.5416, 0.3838, 0.3293, 0.4156, 0.3740, 0.4127, 0.3973, 0.4950, 0.5883, 0.3516, -0.2616, -1.0003, 0.4452, 0.2729, 0.4242, 0.2896, -0.0167, 0.9091, -1.3942, -0.7926, 0.2981, 0.4321, 0.2632, 0.3737, -0.4978, -1.3557, 0.5004, 0.4791, 0.4232, 0.2650, 0.3451, -0.5434, -1.2518, 0.4811, 0.3141, 0.4381, 0.3218, 0.2192, -0.5844, -1.0617, 0.5195, 0.3724, 0.4015, 0.3306, 0.1343, -0.2042, -1.6214, 0.5930, 0.1537, 0.3684, 0.4897, 0.3662, -0.3338, -0.2073, 0.6417, -0.3696, -0.3878, -0.2465, 0.3399, 0.2954, 0.1933, -0.0618, 0.1850], "total_charge": 2}

## 2
{"formula": "C27H46BrHgN3OP2", "method": "ωB97M-V with the def2-TZVPD basis set", "species": ["N", "C", "C", "C", "C", "C", "C", "Hg", "P", "C", "C", "C", "C", "C", "C", "C", "Br", "H", "H", "H", "H", "H", "H", "H", "H", "H", "H", "P", "C", "C", "H", "H", "H", "H", "H", "C", "C", "H", "H", "H", "H", "H", "C", "C", "H", "H", "H", "H", "H", "C", "C", "H", "H", "H", "H", "H", "C", "C", "H", "H", "H", "H", "H", "C", "C", "H", "H", "H", "H", "H", "C", "N", "C", "N", "O", "H", "H", "H", "H", "H", "H"], "positions_angstrom": [[3.193, 5.811, -1.591], [2.577, 5.728, -0.402], [2.739, 4.628, 0.451], [3.660, 3.608, 0.088], [4.126, 3.627, -1.249], [3.933, 4.782, -2.019], [4.060, 2.576, 1.017], [0.130, -1.132, 0.215], [-1.797, -2.908, 1.065], [4.565, 1.370, 0.586], [4.004, 0.111, 0.998], [3.999, -1.011, 0.120], [3.039, -1.985, 0.217], [1.976, -1.849, 1.189], [2.263, -0.976, 2.315], [3.215, 0.009, 2.172], [1.226, -3.763, 1.645], [3.893, 2.778, 2.078], [5.319, 1.339, -0.204], [2.189, 4.591, 1.393], [4.716, 2.798, -1.629], [1.953, 6.581, -0.103], [4.428, 4.869, -2.993], [4.712, -1.042, -0.706], [3.331, 0.786, 2.924], [3.004, -2.805, -0.497], [1.610, -1.011, 3.186], [-0.258, 0.165, -2.114], [-1.575, -2.759, 2.913], [-1.823, -3.905, 3.884], [-2.194, -1.893, 3.202], [-0.534, -2.422, 3.045], [-1.671, -3.517, 4.902], [-2.849, -4.288, 3.847], [-1.116, -4.731, 3.754], [-1.638, -4.485, 0.083], [-2.089, -5.791, 0.725], [-0.586, -4.557, -0.233], [-2.217, -4.298, -0.834], [-1.480, -6.618, 0.334], [-1.980, -5.806, 1.818], [-3.131, -6.017, 0.456], [-3.573, -2.547, 0.796], [-4.613, -3.351, 1.582], [-3.732, -2.679, -0.289], [-3.672, -1.468, 1.006], [-5.601, -3.179, 1.139], [-4.436, -4.431, 1.564], [-4.678, -3.036, 2.628], [-1.888, 0.912, -2.602], [-3.097, 0.048, -2.261], [-1.847, 1.097, -3.690], [-1.963, 1.898, -2.115], [-3.996, 0.472, -2.723], [-3.007, -0.981, -2.629], [-3.267, 0.016, -1.179], [0.018, -0.956, -3.559], [1.346, -1.708, -3.492], [-0.035, -0.335, -4.468], [-0.836, -1.650, -3.585], [1.328, -2.539, -4.204], [2.196, -1.072, -3.763], [1.542, -2.114, -2.492], [0.986, 1.504, -2.466], [0.475, 2.926, -2.285], [1.375, 1.364, -3.491], [1.822, 1.311, -1.771], [1.276, 3.643, -2.494], [-0.358, 3.164, -2.956], [0.142, 3.074, -1.252], [-0.968, 4.571, 1.156], [-1.943, 3.524, 1.310], [-1.671, 2.202, 1.179], [-2.741, 1.405, 1.572], [-0.616, 1.723, 0.719], [-0.065, 4.156, 0.701], [-0.718, 5.013, 2.130], [-1.381, 5.370, 0.530], [-2.849, 3.758, 1.690], [-2.462, 0.466, 1.824], [-3.418, 1.838, 2.194]], "mulliken_charge": [-0.5029, -0.4641, -0.3493, 0.5526, -0.2151, -0.5279, -0.4402, 1.1709, 0.0177, -0.7568, 0.8690, -0.7540, -0.3196, -0.6680, -0.1856, -0.6753, 0.0525, 0.5890, 0.6183, 0.4782, 0.3395, 0.3899, 0.3482, 0.3957, 0.3587, 0.5371, 0.4940, 0.4430, 0.3357, -1.4937, 0.3157, -0.1700, 0.4299, 0.3330, 0.3068, -0.4389, -1.1937, 0.2934, 0.4557, 0.3661, 0.2315, 0.3463, -0.1588, -1.2550, 0.4116, 0.1565, 0.3821, 0.2371, 0.3201, -0.8528, -1.0891, 0.5319, 0.3936, 0.4486, 0.2611, 0.1429, -0.7098, -1.0250, 0.4926, 0.4327, 0.4169, 0.2975, 0.1129, -0.0574, -1.3036, 0.5953, -0.0600, 0.3585, 0.4301, 0.1426, -0.2749, -0.2097, 0.4704, -0.3922, -0.3396, -0.3108, 0.3560, 0.3166, 0.1995, -0.0155, 0.2339], "total_charge": 2}

The least stable of them is 2.

## 1
{"formula": "C8H8O", "method": "ωB97M-V with the def2-TZVPD basis set", "species": ["C", "C", "C", "C", "C", "C", "C", "C", "O", "H", "H", "H", "H", "H", "H", "H", "H"], "positions_angstrom": [[0.630, 3.005, 1.441], [-3.132, 0.498, 0.535], [0.090, 1.964, 1.202], [-1.936, 0.728, 0.564], [0.753, -1.147, -0.611], [0.388, 0.089, -0.487], [1.447, -1.652, -1.804], [-0.463, 0.620, 0.877], [-0.202, -0.214, 1.910], [0.955, 3.832, 1.793], [-4.022, -0.052, 0.540], [0.520, -1.826, 0.152], [0.495, 0.849, -1.299], [2.391, -2.224, -1.605], [0.947, -2.545, -2.252], [1.647, -0.778, -2.597], [-0.506, -1.145, 1.642]], "mulliken_charge": [0.1536, -0.0417, -1.4547, -0.8439, 0.0288, -0.2802, -1.1540, 1.3876, -0.4892, 0.6600, 0.4074, 0.1973, 0.2122, 0.2996, 0.2899, 0.2446, 0.3828], "smiles": "C#CC(O)(C#C)/C=C/C"}

## 2
{"formula": "C8H8O", "method": "ωB97M-V with the def2-TZVPD basis set", "species": ["C", "C", "C", "C", "C", "C", "C", "C", "H", "H", "H", "H", "H", "H", "H", "H", "O"], "positions_angstrom": [[-1.392, 1.058, -1.120], [0.042, 0.632, -1.515], [0.621, 0.198, -0.181], [1.740, -0.658, 0.258], [1.245, -1.343, 1.488], [0.025, -0.960, 1.800], [-0.517, -0.059, 0.750], [-1.642, 0.377, 0.238], [-1.574, 2.143, -1.084], [-2.108, 0.628, -1.829], [0.638, 1.445, -1.953], [-0.045, -0.145, -2.269], [2.529, -1.097, -0.358], [1.879, -2.043, 2.028], [-0.518, -1.307, 2.666], [-2.654, 0.329, 0.624], [1.731, 0.802, 0.457]], "mulliken_charge": [-0.5295, -0.6470, 0.9961, -0.4923, -0.4606, -0.8426, 0.0797, -0.4488, 0.3082, 0.3061, 0.3093, 0.2848, 0.4403, 0.4143, 0.3961, 0.4264, -0.5403], "smiles": "C1=C[C@@H]2O[C@@]23CCC=C13"}

The least stable of them is 1.

## 1
{"formula": "C9H27Ag2O11", "method": "ωB97M-V with the def2-TZVPD basis set", "species": ["Ag", "Ag", "O", "C", "O", "O", "H", "C", "O", "H", "H", "H", "H", "C", "O", "H", "H", "H", "H", "C", "C", "O", "O", "H", "H", "H", "H", "H", "H", "C", "C", "O", "O", "H", "H", "H", "H", "H", "H", "C", "C", "O", "O", "H", "H", "H", "H", "H", "H"], "positions_angstrom": [[-3.395, 2.688, 4.019], [-1.480, 5.678, -0.176], [-1.979, 0.673, 0.980], [-1.055, 1.402, 0.477], [-0.847, 2.501, 1.002], [-0.554, 1.124, -0.605], [-1.978, 0.142, 0.181], [1.502, -3.840, 0.160], [1.907, -2.876, 0.980], [2.177, -4.680, 0.323], [0.513, -4.155, 0.493], [1.536, -3.517, -0.881], [1.131, -2.379, 1.251], [-2.860, -2.457, -2.231], [-2.819, -1.263, -2.928], [-3.876, -2.824, -2.378], [-2.197, -3.150, -2.748], [-2.745, -2.262, -1.164], [-1.976, -0.840, -2.749], [3.411, 0.324, -3.278], [4.462, -0.229, -2.238], [5.653, 0.426, -2.379], [3.933, 0.094, -4.545], [3.041, 1.348, -3.219], [2.531, -0.316, -3.347], [4.598, -1.275, -2.514], [4.209, -0.201, -1.178], [6.309, 0.196, -1.717], [4.857, 0.330, -4.431], [-5.699, -1.998, 2.825], [-4.709, -3.057, 3.196], [-5.207, -4.421, 2.863], [-5.362, -0.731, 3.515], [-6.747, -2.246, 2.993], [-5.443, -1.773, 1.789], [-4.740, -3.029, 4.285], [-3.711, -2.878, 2.797], [-5.361, -4.563, 1.926], [-6.222, -0.405, 3.790], [3.276, 5.057, -0.177], [3.322, 4.093, 1.094], [2.340, 4.420, 2.130], [2.030, 4.824, -0.792], [4.030, 4.858, -0.939], [3.302, 6.051, 0.270], [4.316, 4.047, 1.540], [3.170, 3.038, 0.865], [1.484, 4.181, 1.769], [1.919, 3.876, -0.896]], "mulliken_charge": [0.9356, 0.9408, -0.3631, 0.7074, -0.8140, -0.7050, 0.2741, -0.4827, -0.4753, 0.2248, 0.2507, 0.1786, 0.3060, -0.4226, -0.5048, 0.2200, 0.2639, 0.1369, 0.3126, -0.2969, -0.2800, -0.5747, -0.5275, 0.1988, 0.2173, 0.2503, 0.3708, 0.3155, 0.3264, -0.3635, -0.2649, -0.5135, -0.5055, 0.3804, 0.1940, 0.2475, 0.2227, 0.3011, 0.3042, -0.3506, -0.4520, -0.5164, -0.4888, 0.3015, 0.2514, 0.3420, 0.3203, 0.3009, 0.3055], "total_charge": 1}

## 2
{"formula": "C9H27Ag2O11", "method": "ωB97M-V with the def2-TZVPD basis set", "species": ["Ag", "Ag", "O", "C", "O", "O", "H", "C", "O", "H", "H", "H", "H", "C", "O", "H", "H", "H", "H", "C", "C", "O", "O", "H", "H", "H", "H", "H", "H", "C", "C", "O", "O", "H", "H", "H", "H", "H", "H", "C", "C", "O", "O", "H", "H", "H", "H", "H", "H"], "positions_angstrom": [[-13.706, -17.136, -12.421], [-12.621, -14.890, -11.517], [-12.527, -17.435, -9.117], [-12.661, -16.393, -9.941], [-11.804, -15.536, -9.912], [-13.654, -16.330, -10.708], [-11.583, -17.423, -8.939], [-10.459, -14.097, -11.012], [-11.145, -13.852, -12.225], [-9.430, -13.739, -11.059], [-11.006, -13.469, -10.310], [-10.448, -15.147, -10.718], [-11.099, -12.917, -12.439], [-12.926, -17.831, -6.660], [-11.760, -16.974, -6.781], [-13.555, -17.308, -5.940], [-13.424, -18.030, -7.609], [-12.608, -18.779, -6.227], [-11.275, -17.190, -7.581], [-11.452, -14.637, -7.574], [-12.957, -14.338, -7.547], [-13.261, -12.985, -7.472], [-10.932, -14.229, -8.841], [-11.208, -15.683, -7.391], [-10.977, -13.997, -6.830], [-13.357, -14.891, -6.697], [-13.505, -14.805, -8.365], [-13.206, -12.641, -8.367], [-11.151, -14.983, -9.393], [-10.495, -19.306, -9.612], [-9.744, -18.273, -8.914], [-10.554, -17.120, -8.593], [-11.405, -20.077, -8.736], [-9.793, -20.111, -9.829], [-11.063, -18.971, -10.481], [-8.917, -17.903, -9.519], [-9.284, -18.544, -7.964], [-9.971, -16.450, -8.227], [-12.200, -19.578, -8.534], [-15.198, -17.331, -8.237], [-15.910, -16.136, -9.021], [-14.934, -15.215, -9.427], [-14.426, -18.170, -9.126], [-15.960, -17.989, -7.820], [-14.623, -16.922, -7.407], [-16.505, -15.693, -8.223], [-16.556, -16.511, -9.816], [-14.315, -15.587, -10.060], [-13.612, -17.799, -9.474]], "mulliken_charge": [0.7312, 0.2311, 0.0797, 0.3940, -0.0314, -0.6977, -0.1176, -0.6299, -0.6142, 0.4645, 0.2987, -0.1243, 0.3643, -1.1099, -0.5784, 0.3987, 0.4343, 0.3284, 0.4418, 0.0851, -0.3583, -0.6049, -0.8384, -0.1116, 0.3839, 0.4026, 0.0344, 0.3968, 1.4280, -0.4122, -0.5336, -0.8184, -0.6018, 0.5139, 0.0973, 0.4275, 0.3732, 0.5409, 0.3509, 0.0211, -0.8683, -0.6967, -0.7649, 0.5489, -0.2561, 0.4837, 0.2704, 0.7272, 0.5160], "total_charge": 1}

The least stable of them is 2.

## 1
{"formula": "C2H7N3", "method": "ωB97M-V with the def2-TZVPD basis set", "species": ["C", "N", "N", "C", "N", "H", "H", "H", "H", "H", "H", "H"], "positions_angstrom": [[0.009, -0.409, 0.871], [-0.159, 0.865, 1.032], [1.195, -1.078, 0.560], [-0.652, -0.476, -1.532], [-0.712, 0.589, -2.007], [-0.717, -1.062, 1.344], [-1.125, 1.918, -0.033], [0.670, 1.392, 0.766], [1.449, -1.879, 1.117], [1.971, -0.506, 0.252], [-1.325, 2.190, -0.811], [-0.605, -1.543, -1.557]], "mulliken_charge": [-0.0386, -0.6204, -0.4303, 0.1183, -0.4392, 0.3733, -0.1167, 0.2450, 0.2134, 0.2061, 0.1636, 0.3253]}

## 2
{"formula": "C2H7N3", "method": "ωB97M-V with the def2-TZVPD basis set", "species": ["C", "N", "H", "H", "H", "N", "C", "N", "H", "H", "H", "H"], "positions_angstrom": [[-2.385, 0.474, -0.117], [-2.608, -0.759, 0.014], [-3.163, 1.231, -0.187], [-1.362, 0.807, -0.346], [-1.773, -1.337, -0.096], [1.212, -0.372, 0.851], [1.486, -0.080, -0.471], [2.441, 0.635, -0.882], [2.018, -0.260, 1.446], [0.564, -1.087, 1.122], [0.763, -0.518, -1.159], [2.808, 1.266, -0.175]], "mulliken_charge": [-0.0894, -0.5487, 0.2639, 0.0969, 0.2735, -0.4438, 0.1882, -0.6617, 0.2022, 0.2109, 0.3012, 0.2067], "smiles": "[H]/N=C\\N.C=N"}

The least stable of them is 1.